Computed, not measured: one molecule with the formula C2H4N4OS at a distorted geometry, with wB97M-V/def2-TZVPD.

Each line ends with the Mulliken charge.
Positions of all 12 atoms, in Å:
S (2.877, -0.152, 0.019)  -0.113
O (0.797, -1.758, -0.198)  -0.142
N (1.264, -0.477, -0.417)  0.075
N (0.157, 1.673, -0.159)  -0.666
N (-2.194, 0.087, 0.189)  -0.439
N (-0.581, -1.758, -0.022)  -0.432
C (0.209, 0.417, -0.262)  0.578
C (-0.978, -0.510, -0.116)  0.187
H (-2.961, -0.547, 0.215)  0.268
H (-2.336, 0.915, -0.411)  0.276
H (2.715, -0.043, 1.336)  0.159
H (1.032, 2.155, -0.173)  0.248

Computed properties:
ΔE to the lowest compared entry with this formula, charge and spin, kJ/mol: 244.6
HOMO, eV: -8.75
Energy, eV: -20978.47970
SMILES string: [H]/N=c1/c(N)non1S
Max |F|, eV Å⁻¹: 2.4



Computed, not measured: C47H38FFeN7O7S as an isolated structure at a distorted geometry, with wB97M-V/def2-TZVPD.

Each line ends with the Mulliken charge.
Positions of all 102 atoms, in Å:
Fe (-0.345, -0.326, 0.240)  -0.179
S (2.009, 0.554, 1.961)  0.122
F (0.847, 5.865, 2.690)  -0.367
O (-1.537, -0.183, -1.344)  -0.459
O (-2.961, 0.775, -2.758)  -0.850
O (-1.010, -5.245, -1.296)  -0.640
O (0.812, -0.359, 1.947)  0.178
O (3.505, -5.613, 1.154)  -0.758
O (1.654, -6.482, 2.139)  -0.759
O (-0.654, 1.611, 0.656)  -0.814
N (-1.891, 4.555, -1.899)  0.187
N (-3.890, -1.739, -1.702)  -0.468
N (-2.661, -5.432, -2.826)  0.164
N (-1.803, -1.112, 1.373)  1.015
N (-2.490, -3.511, -1.435)  0.004
N (0.194, -2.163, 0.181)  1.010
N (1.324, -0.151, -0.926)  0.755
C (-1.992, -4.727, -1.796)  0.039
C (-2.469, 5.614, -2.766)  0.532
C (3.598, -0.282, -2.496)  -0.664
C (-3.849, -1.166, 2.584)  -1.045
C (1.466, -4.488, 0.891)  -0.170
C (4.076, -2.791, 1.082)  -0.969
C (5.367, -0.906, 0.295)  -0.884
C (3.114, 1.880, 4.071)  -0.189
C (0.174, 5.528, 1.574)  -0.078
C (-4.189, -3.669, -3.138)  -1.198
C (3.305, -0.556, 1.441)  0.216
C (1.914, -0.152, 4.617)  -0.083
C (-3.500, -2.986, -2.084)  0.915
C (-1.711, 2.209, -1.381)  -0.016
C (-2.563, -3.164, 2.322)  -0.787
C (-2.108, 0.822, -1.868)  0.467
C (-0.220, 6.546, 0.713)  -0.773
C (-0.092, 4.217, 1.313)  -0.659
C (2.377, 0.770, 3.691)  0.771
C (0.212, -4.184, 1.406)  -0.767
C (2.035, -3.634, -0.044)  -1.354
C (-1.198, 4.904, -0.738)  -1.475
C (-0.781, 3.893, 0.137)  1.233
C (-1.336, 7.349, -1.380)  -1.088
C (2.944, 0.927, -2.306)  -0.964
C (3.416, 2.060, 5.414)  -0.786
C (-1.637, -2.430, 1.599)  0.637
C (1.956, -1.327, -1.112)  0.690
C (2.299, -5.659, 1.472)  0.150
C (2.220, 0.038, 5.955)  -1.009
C (-2.123, 3.259, -2.154)  -0.516
C (-3.724, -4.893, -3.461)  0.111
C (5.197, -2.277, 0.441)  -0.887
C (-2.125, -6.737, -3.181)  -0.924
C (-0.910, 6.253, -0.441)  1.060
C (-1.028, 2.480, -0.164)  0.640
C (1.375, -2.462, -0.364)  -0.679
C (-2.758, 5.123, -4.175)  -1.894
C (-0.395, -2.997, 1.033)  0.650
C (-2.880, -0.500, 1.855)  -0.279
C (3.127, -1.923, 1.598)  -0.732
C (1.810, 0.941, -1.514)  -0.188
C (2.971, 1.138, 6.351)  -0.485
C (-3.685, -2.523, 2.817)  -0.716
C (3.099, -1.422, -1.894)  -0.870
C (-1.522, 6.804, -2.784)  -0.987
C (4.405, -0.031, 0.781)  -0.349
H (-4.713, -0.630, 2.952)  0.470
H (1.267, 1.860, -1.330)  0.218
H (-2.076, -7.370, -2.298)  0.299
H (-0.563, 6.490, -3.207)  0.326
H (-2.771, -7.189, -3.931)  0.301
H (3.031, -3.867, -0.397)  1.475
H (3.916, -3.857, 1.145)  1.424
H (0.215, 3.428, 1.985)  0.677
H (-5.032, -3.230, -3.648)  0.387
H (-3.568, 4.399, -4.219)  0.527
H (-1.114, -6.636, -3.572)  0.287
H (0.027, 7.571, 0.959)  0.521
H (-4.427, -3.078, 3.375)  0.471
H (3.988, 2.923, 5.726)  0.416
H (-3.409, 5.929, -2.299)  0.153
H (-3.125, -1.230, -1.263)  0.045
H (-3.056, 5.980, -4.777)  0.443
H (-2.954, 0.559, 1.641)  0.439
H (-2.408, -4.223, 2.472)  0.489
H (-4.341, -1.181, -2.411)  0.364
H (4.500, 1.038, 0.635)  0.466
H (3.442, 2.600, 3.330)  0.427
H (1.315, -0.991, 4.286)  0.342
H (1.869, -0.672, 6.691)  0.432
H (-1.936, 7.570, -3.440)  0.376
H (3.582, -2.380, -2.020)  0.627
H (5.935, -2.956, 0.035)  0.481
H (-4.167, -5.497, -4.243)  0.303
H (4.489, -0.336, -3.108)  0.500
H (-0.212, -4.864, 2.132)  0.615
H (3.299, 1.841, -2.759)  0.474
H (3.204, 1.281, 7.398)  0.395
H (-2.692, 3.012, -3.036)  0.746
H (-2.278, 7.782, -1.031)  0.343
H (2.229, -2.303, 2.072)  0.640
H (-1.868, 4.682, -4.627)  0.380
H (6.236, -0.518, -0.220)  0.479
H (-0.597, 8.151, -1.365)  0.456

Computed properties:
ΔE to the lowest compared entry with this formula, charge and spin, kJ/mol: 69.3
HOMO, eV: -7.52
Energy, eV: -122062.85715
Max |F|, eV Å⁻¹: 1.5



Computed, not measured: a 11-piece molecular cluster, C33H94N8O15 overall at a distorted geometry, with wB97M-V/def2-TZVPD.

Each line ends with the Mulliken charge.
Positions of all 150 atoms, in Å:
O (-17.543, -7.479, 9.335)  0.111
O (-22.555, -6.927, 6.549)  -0.450
O (-25.290, -10.358, 4.588)  -0.673
O (-18.681, -2.911, 6.052)  -0.551
O (-18.202, -14.003, 3.908)  -0.162
O (-13.780, -8.900, 3.169)  -0.416
O (-22.218, -11.006, 10.046)  -0.392
O (-19.706, -12.122, 1.987)  -0.095
O (-19.176, -10.009, 6.020)  -0.278
O (-19.037, -8.229, 1.805)  0.334
O (-16.469, -4.833, 5.875)  -0.670
O (-21.408, -7.225, 9.106)  -0.203
O (-23.437, -11.024, -0.773)  -0.518
O (-21.289, -13.991, 3.049)  -0.574
O (-25.900, -9.403, -0.873)  -0.551
N (-21.525, -6.749, 1.868)  -0.767
N (-23.347, -9.815, 13.352)  -0.754
N (-26.466, -8.430, 4.226)  -0.493
N (-21.508, -9.601, 3.024)  -0.086
N (-14.867, -8.613, 8.887)  -0.610
N (-16.777, -6.956, 4.103)  0.809
N (-14.495, -14.266, 4.528)  -0.799
N (-24.333, -8.644, 3.430)  0.037
C (-15.477, -7.595, 4.266)  0.114
C (-18.363, -9.093, 0.911)  -0.615
C (-24.212, -9.161, 11.229)  -1.324
C (-19.413, -8.742, 6.602)  0.083
C (-22.109, -10.530, 11.381)  -0.316
C (-20.693, -12.678, 1.098)  -0.453
C (-25.692, -10.483, 0.050)  -0.715
C (-19.864, -6.052, 3.560)  0.542
C (-21.822, -13.300, 1.932)  -0.340
C (-21.919, -10.865, 5.050)  0.074
C (-18.678, -13.708, 5.216)  -0.435
C (-15.555, -10.490, 10.303)  -1.741
C (-19.107, -6.895, 1.319)  -1.466
C (-20.995, -10.868, 9.346)  0.407
C (-15.538, -8.417, 5.538)  -0.708
C (-13.335, -9.587, 2.020)  -0.637
C (-19.605, -10.041, 4.671)  0.942
C (-16.894, -14.544, 3.936)  -1.273
C (-20.173, -6.132, 2.071)  0.139
C (-25.382, -9.245, 4.087)  0.653
C (-18.590, -6.771, 9.956)  -0.476
C (-16.891, -8.373, 10.245)  -0.843
C (-15.790, -13.599, 4.457)  0.893
C (-15.673, -12.345, 3.580)  -1.019
C (-23.488, -10.266, 11.961)  0.491
C (-15.129, -8.460, 3.051)  0.154
C (-17.996, -3.438, 7.193)  -0.718
C (-16.043, -9.337, 9.409)  1.106
C (-17.420, -4.812, 6.918)  0.504
C (-24.195, -10.631, 0.346)  0.528
C (-21.742, -5.872, 7.114)  0.197
C (-21.977, -6.023, 8.615)  -1.181
C (-21.093, -9.718, 4.450)  2.455
H (-16.715, -5.556, 5.253)  0.520
H (-17.219, -2.706, 7.429)  0.338
H (-23.803, -10.586, -1.546)  0.304
H (-22.437, -13.961, 1.320)  0.420
H (-18.243, -5.496, 6.686)  -0.391
H (-14.734, -6.824, 4.477)  0.526
H (-20.260, -11.634, 9.609)  0.368
H (-13.534, -9.015, 1.105)  0.315
H (-23.070, -6.062, 8.636)  0.417
H (-12.277, -9.774, 2.174)  0.268
H (-21.696, -10.916, 6.116)  -0.950
H (-20.635, -9.395, 2.534)  -0.082
H (-19.008, -7.866, 6.091)  -0.317
H (-20.418, -8.515, 6.972)  0.231
H (-21.669, -5.185, 9.238)  0.424
H (-18.052, -3.003, 5.324)  0.320
H (-15.218, -7.914, 2.104)  0.577
H (-19.278, -7.448, 10.459)  0.188
H (-22.180, -4.917, 6.808)  0.567
H (-16.877, -15.472, 4.514)  0.333
H (-22.698, -9.039, 13.459)  0.255
H (-21.508, -9.609, 11.436)  0.005
H (-16.608, -9.792, 8.596)  -0.172
H (-14.316, -14.767, 5.392)  0.276
H (-23.405, -9.049, 3.372)  -0.173
H (-24.037, -11.207, 12.005)  0.328
H (-21.070, -11.984, 0.347)  0.322
H (-20.157, -13.537, 0.683)  0.446
H (-18.666, -14.603, 5.847)  0.383
H (-17.526, -7.563, 3.773)  -1.683
H (-14.593, -8.799, 5.916)  0.618
H (-21.452, -7.655, 2.359)  0.380
H (-24.099, -11.221, 1.261)  0.127
H (-27.231, -8.813, 4.756)  0.260
H (-15.194, -7.703, 8.573)  0.170
H (-21.667, -11.799, 4.537)  0.061
H (-16.019, -7.788, 6.292)  -0.299
H (-20.450, -13.531, 3.215)  0.194
H (-26.261, -10.288, 0.960)  0.235
H (-16.614, -11.930, 3.228)  -0.153
H (-16.963, -5.144, 7.858)  0.216
H (-15.754, -9.362, 3.027)  -0.319
H (-26.189, -11.338, -0.417)  0.332
H (-24.441, -9.387, 10.184)  0.346
H (-22.906, -10.515, 13.945)  0.284
H (-22.130, -6.178, 2.451)  0.313
H (-13.912, -10.517, 1.913)  0.187
H (-17.411, -8.721, 0.520)  0.385
H (-23.003, -10.818, 4.923)  0.293
H (-23.868, -9.663, 0.742)  -0.075
H (-13.788, -13.537, 4.595)  0.265
H (-18.227, -10.035, 1.436)  -0.205
H (-15.170, -12.705, 2.670)  0.461
H (-19.223, -6.833, 0.233)  0.517
H (-14.659, -10.932, 9.867)  0.465
H (-19.700, -13.350, 5.109)  0.086
H (-18.696, -3.571, 8.017)  0.347
H (-16.778, -6.308, 3.312)  0.526
H (-25.208, -9.051, 11.665)  0.422
H (-16.107, -13.438, 5.496)  0.287
H (-19.111, -5.279, 3.746)  0.239
H (-20.530, -9.883, 9.461)  -0.132
H (-21.740, -10.525, 2.668)  -0.596
H (-17.681, -8.902, 10.794)  0.415
H (-26.615, -7.722, 3.535)  0.188
H (-21.520, -11.237, 11.982)  0.303
H (-16.238, -9.261, 5.490)  -0.159
H (-14.242, -8.441, 9.668)  0.324
H (-18.825, -12.137, 1.615)  0.071
H (-18.119, -6.444, 1.483)  0.353
H (-19.019, -9.220, 0.042)  0.343
H (-20.279, -5.101, 1.725)  0.502
H (-22.792, -6.658, 5.656)  0.129
H (-24.445, -7.733, 3.028)  0.223
H (-20.713, -5.912, 6.754)  -0.112
H (-16.312, -7.766, 10.946)  0.253
H (-19.256, -10.964, 4.198)  -0.275
H (-23.695, -8.201, 11.249)  0.162
H (-19.079, -6.111, 9.243)  -0.275
H (-18.082, -12.943, 5.719)  0.060
H (-16.650, -14.712, 2.884)  0.304
H (-19.012, -9.336, 4.068)  -1.006
H (-21.320, -8.761, 4.923)  -0.352
H (-14.931, -11.617, 3.913)  0.409
H (-25.842, -9.735, -1.771)  0.319
H (-20.729, -5.885, 4.200)  0.247
H (-18.875, -8.832, 7.552)  -0.151
H (-15.242, -10.118, 11.282)  0.345
H (-21.279, -10.987, 8.301)  -0.463
H (-16.348, -11.231, 10.382)  0.388
H (-22.526, -12.550, 2.320)  0.025
H (-19.380, -6.954, 3.935)  -0.986
H (-22.055, -7.937, 9.054)  0.131
H (-18.235, -6.051, 10.711)  0.416

Computed properties:
HOMO, eV: -9.20
Energy, eV: -78374.07751
SMILES string: COC[C@H](C)N.COC[C@H](C)N.COC[C@H](C)N.COC[C@H](C)N.COC[C@H](C)N.COC[C@H](C)N.NC(N)=O.OCCO.OCCO.OCCO.OCCO
Max |F|, eV Å⁻¹: 2.4